No. 1
68
Properties=species:S:1:pos:R:3:forces:R:3 method="wB97M-V/def2-TZVPD" orbital_gap_ha=0.1060 charge=-1 e_homo_ev=-1.073
C -8.55997 -3.84647 -3.32586 0.581 -0.118 1.372
C -7.14555 -3.94906 -2.52404 1.586 -0.453 -2.979
O -6.08616 -4.05581 -3.19377 -3.824 0.570 3.397
O -7.24286 -3.91840 -1.09714 1.731 0.360 -1.678
C -5.96580 -4.15776 -0.45887 2.239 -3.668 0.212
O -5.43667 -5.28726 -0.60418 -2.331 4.997 0.748
C -5.35400 -2.95457 0.42615 1.086 0.334 -0.540
C -3.92489 -3.30919 1.07795 1.366 -3.585 2.089
C -3.52224 -4.65447 1.77947 -0.538 4.240 -1.927
N -2.12926 -4.54460 2.21279 -3.970 4.241 -3.461
C -1.76710 -3.21431 1.78840 1.100 -0.290 1.246
N -2.74768 -2.39299 1.13957 -0.125 -5.841 1.893
C -2.65252 -0.99598 0.62307 -0.178 2.274 -0.340
C -2.10357 0.05733 1.73617 0.082 -0.966 1.168
C -0.54340 -0.13273 2.09527 0.605 -0.141 -0.904
C 0.38165 1.14626 1.65208 0.188 -1.870 0.108
C 0.70009 0.94406 0.08552 -1.014 0.407 0.135
C 1.16592 2.27036 -0.70490 -0.686 0.087 -0.243
C 1.85906 3.40764 0.19236 -0.563 0.061 0.499
C 3.20508 2.97300 0.96073 -0.052 1.222 -0.046
Si 4.52751 2.09130 -0.10417 0.925 -0.152 0.522
C 4.10022 0.29813 -0.62605 0.217 -0.086 -0.465
C 6.11751 1.95486 1.01861 -0.430 0.295 -0.319
C 5.07749 3.03805 -1.67669 1.198 2.273 -3.774
C 6.31057 4.03662 -1.64988 -1.938 -0.429 -4.165
C 6.74656 4.75342 -2.99788 -2.723 -2.470 0.106
C 5.98518 4.47414 -4.33180 -1.247 -1.536 2.471
C 4.74230 3.51178 -4.39328 2.123 0.350 4.151
C 4.31138 2.80081 -3.04992 2.838 2.481 -0.674
H -8.95935 -2.76575 -3.20394 0.545 -1.930 -0.218
H -9.28625 -4.61851 -2.85813 1.092 1.478 -0.809
H -8.35135 -4.09940 -4.42254 -0.215 0.471 1.789
H -6.09320 -2.54383 1.20052 0.958 -0.856 -1.126
H -5.15067 -2.09183 -0.31994 -0.512 -1.373 1.091
H -4.25195 -5.53306 1.88598 1.719 1.524 -0.023
H -1.56181 -5.25935 2.70410 -0.506 1.362 -0.321
H -0.68372 -2.94363 2.03069 -2.104 0.199 -0.353
H -2.05857 -0.92950 -0.36727 -0.732 -0.542 1.672
H -3.72258 -0.63257 0.35380 1.690 -1.005 0.569
H -2.29311 1.15261 1.45837 0.034 -1.661 -0.074
H -2.70436 -0.17403 2.70930 1.124 0.488 -1.209
H -0.34862 -0.46698 3.17880 -0.916 0.662 -1.388
H -0.16350 -1.00667 1.42224 -0.383 1.370 1.032
H 1.37118 1.00052 2.23825 -1.633 0.616 -0.865
H -0.10625 2.14469 1.92424 0.667 -1.457 -0.452
H 1.40489 0.04616 -0.01311 -0.859 1.475 0.066
H -0.30208 0.61071 -0.40509 1.694 0.490 0.723
H 1.77925 1.96436 -1.64127 -0.748 0.646 1.626
H 0.19467 2.74596 -1.13626 1.637 -0.704 0.706
H 1.10369 3.73457 1.01426 1.154 -0.601 -1.492
H 2.01271 4.36102 -0.45516 0.072 -1.724 1.009
H 3.69720 3.96079 1.33580 -0.689 -1.635 -0.533
H 3.04234 2.33606 1.90322 -0.077 0.895 -1.457
H 5.10009 -0.22603 -0.86849 -1.609 0.644 0.506
H 3.49060 0.31797 -1.60206 0.653 -0.324 1.676
H 3.55733 -0.19561 0.25410 0.748 0.391 -1.521
H 5.73428 1.65099 2.05430 0.933 0.236 -1.370
H 6.78098 1.16990 0.50744 -0.710 1.172 1.139
H 6.63483 2.98027 1.07889 -0.607 -1.684 0.064
H 6.91681 4.26931 -0.70615 -1.181 -0.541 -1.566
H 7.65986 5.45748 -2.99840 -1.724 -1.282 -0.030
H 6.31978 4.97410 -5.31491 -0.506 -0.826 1.882
H 4.16851 3.27521 -5.36063 1.136 0.571 1.681
H 3.40612 2.09650 -3.12250 1.645 1.193 0.353
C -2.06118 -1.80105 4.86283 -3.088 1.576 1.158
O -1.05550 -2.47137 4.49744 1.914 -1.332 -1.492
O -2.11577 -0.52314 4.85399 1.789 1.923 -1.039
O -3.15418 -2.31103 5.27755 -0.650 -2.489 -0.008

No. 2
30
Properties=species:S:1:pos:R:3:forces:R:3 method="wB97M-V/def2-TZVPD" orbital_gap_ha=0.2055 charge=+1 e_homo_ev=-11.097
N 1.31292 -3.36375 -0.53706 0.375 2.843 0.312
C 1.95171 -2.18748 0.11088 -1.626 -0.867 2.109
O 1.77181 -2.01419 1.34774 1.257 -0.148 -4.063
C 2.78021 -1.22134 -0.86103 -0.594 0.290 -0.860
C 2.38679 0.35494 -0.67273 -0.745 -0.914 -0.400
C 0.80645 0.40897 -0.43332 -2.801 0.338 0.228
C 0.30469 1.13388 0.88677 -4.138 -1.795 -2.647
C -1.22627 1.14911 1.13122 3.042 -0.665 -1.733
C -2.24975 0.48496 0.12749 0.496 -0.004 -0.060
N -3.64136 0.53294 0.48862 0.417 -2.395 -4.192
C -4.49358 -0.10454 -0.45626 3.021 0.637 0.258
C -3.93720 -0.73603 -1.76609 1.561 0.257 0.432
I -5.42072 -1.66204 -3.10178 1.246 0.802 1.117
N -2.58063 -0.81529 -2.19603 -3.294 2.217 5.012
C -1.77231 -0.19562 -1.17725 2.657 0.683 0.682
C -0.20154 -0.20798 -1.42978 0.260 1.633 3.145
H 0.81719 -3.03861 -1.39405 0.709 -0.595 0.726
H 0.62843 -3.79712 0.09953 0.621 0.406 -0.238
H 3.91066 -1.37743 -0.76176 -1.712 0.087 -0.062
H 2.45976 -1.47238 -1.94573 0.768 0.132 1.792
H 2.61977 0.95815 -1.63255 -0.209 -1.199 1.506
H 3.01734 0.79724 0.16964 -1.272 -0.518 -0.926
H 1.06658 1.60762 1.60168 -1.416 -1.056 -1.311
H -1.57843 1.67980 2.09453 0.147 -1.160 -1.884
H -5.61800 -0.13485 -0.22503 2.030 0.042 -0.506
H 0.20375 -0.71651 -2.37166 -0.813 0.888 1.489
O 1.69802 3.33892 3.06141 0.036 0.320 0.334
H 1.54558 2.82337 3.88848 0.026 0.055 -0.199
H 2.52151 3.87790 3.11884 -0.180 -0.133 -0.019
H 0.91662 3.89737 2.83527 0.130 -0.181 -0.041

No. 3
13
Properties=species:S:1:pos:R:3:forces:R:3 method="wB97M-V/def2-TZVPD" orbital_gap_ha=0.2470 charge=-1 de_lowest_kj_mol=224.4 e_homo_ev=-2.227
C -1.22070 -1.50408 -0.36488 -1.403 -0.931 -0.538
O -0.71106 -1.11368 -1.61531 -0.806 1.046 0.468
H -1.83611 -0.71557 0.13629 1.083 -0.109 0.074
H -2.03226 -2.23409 -0.58660 0.393 -0.294 0.311
H -0.48090 -2.01404 0.32425 -0.678 0.752 -0.540
C 1.11477 1.49035 1.45590 0.589 -0.057 1.118
C 0.93143 0.65056 0.38147 -0.604 -0.516 -1.445
N 0.50876 0.94281 -0.90323 -1.712 0.844 1.176
H 0.72511 2.53362 1.47153 0.691 -0.705 -0.657
H 1.64399 1.24151 2.45524 -1.217 -0.263 -1.714
H 0.85910 -0.49022 0.40600 1.065 1.154 1.388
H 1.06042 1.24278 -1.66617 1.029 0.777 0.046
H -0.56255 -0.02996 -1.49450 1.570 -1.697 0.313

No. 4
9
Properties=species:S:1:pos:R:3:forces:R:3 method="wB97M-V/def2-TZVPD" orbital_gap_ha=0.3689 de_lowest_kj_mol=372.7 e_homo_ev=-9.408
C 0.38671 0.76496 -0.03683 1.945 -0.511 -3.593
C -0.76349 -0.01536 -0.21960 -3.553 -1.427 4.675
C 0.53832 -0.74828 0.05524 -1.104 0.732 -3.453
H 0.83312 1.25682 -0.90336 -0.022 0.118 0.367
H 0.57808 1.13563 0.86624 0.411 2.170 3.251
H -1.90164 0.23945 1.23372 2.319 -0.750 -3.101
H -1.43302 -0.20245 -1.02636 -0.002 0.182 -0.479
H 0.88715 -1.21325 -0.88458 -0.060 0.071 0.687
H 0.87477 -1.21752 0.91552 0.066 -0.585 1.645